{
  "formula": "C46H43IrN8S4Se",
  "method": "ωB97M-V with the def2-TZVPD basis set",
  "symbols": ["Ir", "C", "C", "N", "C", "S", "N", "N", "C", "C", "C", "C", "C", "C", "C", "N", "H", "H", "H", "H", "H", "H", "H", "H", "H", "H", "H", "H", "H", "N", "S", "N", "S", "N", "S", "N", "C", "C", "C", "C", "C", "C", "C", "C", "C", "C", "C", "C", "C", "C", "C", "C", "C", "C", "C", "C", "C", "C", "C", "C", "C", "C", "C", "C", "C", "C", "C", "C", "C", "C", "C", "C", "H", "H", "H", "H", "H", "H", "H", "H", "H", "H", "H", "H", "H", "H", "H", "H", "H", "H", "H", "H", "H", "H", "H", "H", "H", "H", "H", "H", "H", "H", "Se"],
  "xyz": [[1.430, -1.972, 0.644], [4.403, -0.817, -4.115], [4.492, -2.227, -3.540], [4.755, -2.217, -2.114], [3.827, -2.126, -1.141], [2.160, -2.412, -1.522], [4.319, -1.838, 0.055], [3.378, -1.796, 1.033], [3.732, -1.528, 2.250], [5.142, -1.318, 2.688], [2.619, -1.433, 3.200], [2.807, -1.211, 4.557], [1.707, -1.152, 5.396], [0.443, -1.331, 4.861], [0.325, -1.541, 3.499], [1.377, -1.562, 2.683], [4.158, -0.846, -5.178], [5.354, -0.292, -4.005], [3.637, -0.244, -3.590], [5.298, -2.780, -4.020], [3.568, -2.778, -3.713], [5.699, -2.047, -1.805], [5.807, -1.381, 1.833], [5.427, -2.086, 3.411], [5.266, -0.344, 3.165], [3.809, -1.109, 4.949], [1.839, -0.989, 6.458], [-0.443, -1.320, 5.480], [-0.633, -1.707, 3.036], [-0.595, -1.950, 0.185], [-1.889, -1.328, 0.306], [-2.182, 0.261, -0.064], [-1.473, 1.049, -1.186], [-0.250, 1.933, -0.865], [1.000, 1.444, 0.086], [1.480, 0.087, 0.085], [0.507, 2.127, 1.667], [-0.607, 2.934, 1.846], [-0.910, 3.389, 3.123], [-0.103, 3.044, 4.197], [1.016, 2.242, 4.004], [1.327, 1.783, 2.735], [2.231, 2.601, -0.470], [3.499, 2.080, -0.662], [4.514, 2.939, -1.066], [4.248, 4.285, -1.264], [2.967, 4.790, -1.061], [1.946, 3.947, -0.660], [-1.199, 0.056, -2.623], [-2.319, -0.501, -3.239], [-2.139, -1.250, -4.384], [-0.859, -1.429, -4.902], [0.238, -0.858, -4.282], [0.078, -0.099, -3.130], [-2.663, 2.231, -1.739], [-2.254, 3.167, -2.683], [-3.191, 4.055, -3.176], [-4.508, 4.000, -2.729], [-4.893, 3.064, -1.782], [-3.966, 2.159, -1.280], [-2.669, -1.298, 1.916], [-2.721, -0.144, 2.684], [-3.166, -0.230, 3.996], [-3.555, -1.454, 4.522], [-3.494, -2.603, 3.744], [-3.046, -2.532, 2.434], [-3.089, -2.205, -0.672], [-4.406, -1.769, -0.754], [-5.290, -2.468, -1.557], [-4.851, -3.589, -2.257], [-3.539, -4.021, -2.147], [-2.641, -3.328, -1.343], [-1.230, 3.199, 1.003], [-1.778, 4.018, 3.277], [-0.339, 3.409, 5.188], [1.647, 1.975, 4.842], [2.189, 1.148, 2.567], [3.674, 1.022, -0.502], [5.512, 2.552, -1.223], [5.041, 4.950, -1.579], [2.767, 5.842, -1.216], [0.944, 4.323, -0.501], [-3.312, -0.341, -2.838], [-2.996, -1.692, -4.875], [-0.722, -2.021, -5.797], [1.229, -1.008, -4.686], [0.928, 0.338, -2.623], [-1.224, 3.197, -3.012], [-2.897, 4.794, -3.909], [-5.237, 4.695, -3.123], [-5.915, 3.033, -1.431], [-4.235, 1.423, -0.537], [-2.406, 0.800, 2.265], [-3.208, 0.664, 4.605], [-3.908, -1.515, 5.543], [-3.792, -3.557, 4.157], [-2.968, -3.426, 1.828], [-4.728, -0.900, -0.194], [-6.320, -2.147, -1.635], [-5.546, -4.134, -2.883], [-3.208, -4.902, -2.680], [-1.608, -3.634, -1.229], [1.361, -4.314, 1.187]],
  "s_squared": 0.754,
  "homo_energy_ev": [-8.88, -8.58],
  "spin_multiplicity": 2,
  "charge": 1
}

{
  "formula": "C46H44BF3IN5O9PReS2",
  "method": "ωB97M-V with the def2-TZVPD basis set",
  "symbols": ["Re", "I", "C", "C", "C", "C", "C", "C", "C", "C", "C", "P", "C", "C", "C", "C", "C", "C", "C", "C", "C", "C", "C", "C", "C", "H", "H", "H", "H", "H", "H", "H", "H", "H", "H", "H", "H", "H", "H", "H", "H", "N", "C", "N", "S", "H", "H", "H", "H", "F", "C", "F", "F", "S", "O", "O", "O", "C", "C", "C", "C", "N", "N", "C", "H", "H", "H", "H", "H", "H", "H", "H", "C", "C", "C", "C", "C", "C", "C", "C", "O", "B", "O", "C", "C", "H", "H", "H", "H", "H", "H", "H", "H", "H", "H", "H", "H", "O", "C", "O", "C", "C", "C", "C", "C", "C", "N", "O", "O", "H", "H", "H", "H"],
  "xyz": [[-0.074, -1.262, 0.273], [-1.547, 1.483, -2.323], [-1.914, 0.400, -4.096], [-1.600, 1.061, -5.252], [-1.883, 0.499, -6.503], [-2.559, -0.681, -6.552], [-2.912, -1.377, -5.374], [-3.679, -2.553, -5.501], [-4.088, -3.221, -4.389], [-3.626, -2.810, -3.135], [-2.793, -1.726, -2.948], [-2.105, -1.768, -1.185], [-3.666, -1.435, -0.273], [-3.885, -0.135, 0.178], [-5.070, 0.210, 0.804], [-6.050, -0.746, 1.016], [-5.830, -2.048, 0.595], [-4.653, -2.391, -0.050], [-1.918, -3.595, -1.124], [-2.328, -4.343, -0.024], [-2.265, -5.728, -0.068], [-1.725, -6.369, -1.169], [-1.222, -5.623, -2.225], [-1.330, -4.246, -2.211], [-2.514, -0.890, -4.082], [-1.148, 2.041, -5.198], [-1.589, 1.018, -7.404], [-2.860, -1.106, -7.500], [-3.947, -2.892, -6.492], [-4.719, -4.094, -4.462], [-3.914, -3.419, -2.294], [-3.117, 0.606, 0.021], [-5.231, 1.233, 1.120], [-6.978, -0.481, 1.502], [-6.583, -2.806, 0.764], [-4.524, -3.415, -0.364], [-2.708, -3.854, 0.863], [-2.612, -6.307, 0.776], [-1.653, -7.446, -1.189], [-0.728, -6.111, -3.053], [-0.966, -3.672, -3.052], [-2.667, 0.653, 2.979], [-2.151, -0.511, 3.318], [-2.128, -0.901, 4.584], [-1.607, -1.696, 2.176], [-2.988, 1.305, 3.677], [-2.558, 0.978, 2.029], [-2.392, -0.279, 5.331], [-1.574, -1.714, 4.804], [3.315, -2.720, 0.894], [2.763, -3.931, 1.067], [3.520, -4.795, 0.399], [2.835, -4.216, 2.368], [0.995, -4.031, 0.454], [1.008, -3.194, -0.743], [0.836, -5.429, 0.263], [0.205, -3.413, 1.508], [5.081, -0.204, -1.089], [3.662, -0.424, -1.461], [3.094, -0.759, -2.680], [1.731, -0.934, -2.440], [1.477, -0.697, -1.147], [2.660, -0.380, -0.582], [0.716, -1.313, -3.450], [5.625, 0.221, -1.928], [5.540, -1.161, -0.836], [5.173, 0.454, -0.227], [3.589, -0.876, -3.626], [2.704, -0.251, 0.422], [1.010, -2.251, -3.921], [0.646, -0.547, -4.221], [-0.248, -1.441, -2.972], [1.011, 7.507, -0.233], [1.503, 6.641, 0.936], [3.015, 6.455, 0.797], [1.246, 7.352, 2.276], [0.746, 5.318, 0.924], [-0.627, 5.322, 1.195], [-1.397, 4.169, 1.230], [-0.746, 2.985, 0.958], [-1.233, 1.694, 0.899], [-0.156, 0.876, 0.544], [0.977, 1.658, 0.423], [0.610, 2.959, 0.670], [1.377, 4.104, 0.656], [1.514, 8.474, -0.212], [-0.064, 7.677, -0.184], [1.235, 7.024, -1.184], [3.499, 7.429, 0.855], [3.282, 6.012, -0.163], [3.407, 5.836, 1.604], [1.898, 8.220, 2.367], [1.465, 6.676, 3.103], [0.217, 7.693, 2.370], [-1.122, 6.262, 1.389], [-2.455, 4.205, 1.448], [2.433, 4.044, 0.443], [0.750, -1.300, 3.817], [1.629, -1.082, 3.005], [1.547, -0.930, 1.721], [3.012, -0.822, 3.557], [3.698, -1.763, 4.314], [4.897, -1.418, 4.920], [5.388, -0.127, 4.820], [4.691, 0.799, 4.060], [3.524, 0.455, 3.396], [5.165, 2.178, 3.972], [6.105, 2.493, 4.671], [4.577, 2.927, 3.213], [3.286, -2.756, 4.428], [5.432, -2.156, 5.501], [6.290, 0.172, 5.332], [3.015, 1.192, 2.790]],
  "s_squared": 0.760,
  "homo_energy_ev": [-10.60, -10.60],
  "spin_multiplicity": 2,
  "charge": 1
}

{
  "formula": "C46H44FN3NiPS2",
  "method": "ωB97M-V with the def2-TZVPD basis set",
  "symbols": ["Ni", "C", "C", "C", "C", "C", "C", "C", "C", "C", "C", "C", "C", "N", "C", "C", "C", "C", "C", "C", "F", "H", "H", "H", "H", "H", "H", "H", "H", "H", "H", "H", "H", "H", "H", "H", "H", "H", "H", "H", "H", "H", "S", "C", "C", "C", "C", "C", "C", "N", "C", "C", "C", "C", "C", "C", "C", "C", "N", "C", "C", "C", "C", "C", "S", "C", "H", "H", "H", "H", "H", "H", "H", "H", "H", "H", "H", "H", "C", "P", "C", "C", "C", "C", "C", "C", "C", "H", "H", "H", "H", "H", "H", "H", "H", "H", "H", "H"],
  "xyz": [[-1.192, -0.928, -0.207], [2.451, 0.731, 2.834], [2.515, 1.715, 1.661], [3.295, 2.963, 2.098], [3.132, 1.004, 0.477], [4.496, 0.774, 0.540], [5.150, -0.037, -0.366], [4.394, -0.713, -1.302], [3.026, -0.516, -1.421], [2.335, -1.455, -2.382], [1.192, -0.886, -3.208], [1.849, -2.644, -1.546], [2.374, 0.445, -0.596], [1.082, 0.785, -0.924], [0.616, 2.012, -0.993], [1.163, 3.188, -0.500], [0.132, 4.220, -0.394], [-2.071, 4.088, -0.517], [-2.785, 2.802, -0.446], [-1.886, 1.853, -0.784], [-1.735, -0.666, -1.846], [1.943, 1.203, 3.671], [3.449, 0.441, 3.155], [1.908, -0.168, 2.547], [1.490, 2.013, 1.424], [4.195, 2.689, 2.642], [2.681, 3.563, 2.766], [3.591, 3.582, 1.253], [5.061, 1.241, 1.329], [6.217, -0.180, -0.309], [4.884, -1.411, -1.966], [3.101, -1.822, -3.076], [0.360, -0.631, -2.559], [0.840, -1.630, -3.921], [1.512, -0.002, -3.754], [1.014, -2.314, -0.916], [2.645, -3.030, -0.910], [1.506, -3.438, -2.204], [2.193, 3.346, -0.249], [0.509, 5.239, -0.367], [-2.635, 5.014, -0.592], [-3.658, 2.634, 0.160], [-0.555, -2.514, 6.602], [-0.706, -4.179, 6.942], [-0.760, -4.929, 5.808], [-0.682, -4.158, 4.635], [-0.566, -2.811, 4.881], [-0.563, -1.692, 3.968], [-0.651, -1.880, 2.569], [-0.818, -0.895, 1.709], [-0.864, 0.370, 2.192], [-0.667, 0.678, 3.549], [-0.626, 2.047, 3.888], [-0.735, 3.018, 2.921], [-1.006, 2.772, 1.563], [-1.040, 4.019, 0.673], [-0.898, 3.887, -1.508], [-0.737, 2.352, -1.622], [-1.592, 0.831, 0.081], [-1.172, 1.386, 1.238], [-0.874, 4.686, -2.744], [-0.973, 6.044, -2.842], [-0.910, 6.510, -4.170], [-0.765, 5.504, -5.069], [-0.689, 3.967, -4.311], [-0.540, -0.389, 4.443], [-0.750, -4.506, 7.963], [-0.861, -5.997, 5.817], [-0.716, -4.600, 3.655], [-0.593, -2.878, 2.159], [-0.487, 2.319, 4.921], [-0.629, 4.046, 3.233], [-1.104, 4.880, 1.340], [-0.776, 1.941, -2.633], [-1.087, 6.695, -1.996], [-0.976, 7.546, -4.442], [-0.693, 5.562, -6.136], [-0.434, -0.185, 5.498], [-0.829, -4.672, -0.085], [-1.704, -3.128, -0.573], [-3.366, -3.483, 0.136], [-2.021, -3.382, -2.347], [-3.146, -2.782, -2.909], [-3.356, -2.827, -4.272], [-2.428, -3.439, -5.098], [-1.315, -4.051, -4.546], [-1.118, -4.035, -3.176], [0.152, -4.723, -0.546], [-1.420, -5.531, -0.397], [-0.698, -4.716, 0.993], [-3.773, -4.378, -0.334], [-4.043, -2.651, -0.045], [-3.296, -3.639, 1.211], [-3.837, -2.239, -2.284], [-4.235, -2.359, -4.691], [-2.569, -3.432, -6.167], [-0.587, -4.527, -5.187], [-0.251, -4.526, -2.760]],
  "homo_energy_ev": [-9.65, -9.65],
  "spin_multiplicity": 1,
  "charge": 1
}

{
  "formula": "C46H45FeN10Se2",
  "method": "ωB97M-V with the def2-TZVPD basis set",
  "symbols": ["Fe", "N", "C", "N", "C", "N", "N", "C", "C", "C", "C", "C", "C", "N", "C", "C", "C", "C", "C", "C", "H", "H", "H", "H", "H", "H", "H", "H", "H", "H", "H", "C", "C", "N", "C", "C", "C", "C", "C", "C", "C", "C", "C", "N", "C", "H", "H", "H", "H", "H", "H", "H", "H", "Se", "C", "C", "C", "N", "C", "C", "H", "H", "H", "H", "C", "C", "C", "C", "N", "C", "Se", "N", "C", "C", "C", "C", "C", "C", "C", "C", "C", "C", "H", "H", "H", "H", "H", "H", "H", "H", "H", "H", "H", "H", "H", "H", "H", "H", "H", "H", "H", "H", "H", "H"],
  "xyz": [[1.696, -0.061, 1.082], [3.774, -2.574, -1.955], [3.413, -1.477, -1.306], [2.943, -1.453, -0.089], [2.723, -2.692, 0.541], [2.451, -2.694, 1.810], [2.540, -1.381, 2.215], [3.546, -1.024, 2.911], [3.946, 0.372, 2.732], [4.918, 0.991, 3.499], [5.342, 2.264, 3.150], [4.775, 2.877, 2.047], [3.788, 2.205, 1.339], [3.382, 0.979, 1.655], [2.871, -3.923, -0.211], [2.481, -5.169, 0.282], [2.622, -6.291, -0.505], [3.170, -6.185, -1.786], [3.579, -4.964, -2.279], [3.423, -3.834, -1.486], [4.088, -2.483, -2.909], [3.560, -0.537, -1.822], [4.212, -1.757, 3.361], [5.335, 0.474, 4.353], [6.107, 2.765, 3.728], [5.082, 3.863, 1.730], [3.293, 2.662, 0.491], [2.059, -5.229, 1.275], [2.303, -7.255, -0.137], [3.265, -7.067, -2.404], [3.995, -4.877, -3.274], [0.518, 2.312, 4.647], [1.236, 1.819, 3.556], [0.773, 0.895, 2.723], [-0.479, 0.433, 2.969], [-1.286, 0.884, 4.027], [-0.746, 1.848, 4.890], [-2.610, 0.361, 4.169], [-3.093, -0.545, 3.295], [-2.288, -1.036, 2.218], [-2.737, -1.989, 1.290], [-1.881, -2.414, 0.317], [-0.575, -1.903, 0.259], [-0.129, -0.989, 1.100], [-0.980, -0.560, 2.072], [0.974, 3.061, 5.279], [2.218, 2.216, 3.367], [-1.327, 2.212, 5.728], [-3.218, 0.716, 4.990], [-4.101, -0.927, 3.397], [-3.746, -2.376, 1.363], [-2.184, -3.143, -0.420], [0.102, -2.245, -0.520], [0.769, -2.180, -2.880], [0.026, -3.716, -3.706], [-1.052, -4.416, -3.161], [-1.540, -5.544, -3.801], [-1.045, -6.030, -4.936], [-0.019, -5.364, -5.460], [0.544, -4.228, -4.898], [-1.504, -4.089, -2.236], [-2.377, -6.088, -3.375], [0.380, -5.759, -6.389], [1.375, -3.737, -5.385], [0.990, 5.481, -0.425], [-0.531, 5.354, -0.393], [-1.080, 4.967, 0.977], [-0.657, 3.580, 1.452], [-1.328, 2.529, 0.696], [-0.797, 1.764, -0.284], [1.016, 1.581, -0.676], [-1.796, 1.085, -0.877], [-1.671, 0.273, -2.095], [-1.403, 1.115, -3.336], [-2.443, 2.196, -3.620], [-3.814, 1.646, -4.001], [-2.989, 1.357, -0.218], [-4.274, 0.854, -0.372], [-5.240, 1.312, 0.505], [-4.939, 2.246, 1.504], [-3.660, 2.746, 1.659], [-2.691, 2.279, 0.780], [1.317, 5.997, -1.327], [1.475, 4.504, -0.413], [1.348, 6.057, 0.432], [-0.867, 4.633, -1.145], [-0.976, 6.311, -0.675], [-2.172, 5.015, 0.966], [-0.746, 5.695, 1.723], [-0.914, 3.438, 2.503], [0.415, 3.424, 1.335], [-2.602, -0.286, -2.186], [-0.861, -0.444, -1.976], [-1.343, 0.415, -4.173], [-0.411, 1.558, -3.241], [-2.070, 2.821, -4.434], [-2.537, 2.862, -2.754], [-3.726, 0.908, -4.800], [-4.472, 2.441, -4.353], [-4.312, 1.165, -3.158], [-4.514, 0.129, -1.137], [-6.253, 0.944, 0.414], [-5.725, 2.582, 2.167], [-3.427, 3.466, 2.432]],
  "homo_energy_ev": -8.29,
  "spin_multiplicity": 1,
  "charge": 1
}

Looking at largest force on an atom for the records above, in order, we have 0.81; 2.84; 1.44; 1.11 eV Å⁻¹.
Looking at energy relative to the best compared isomer or geometry (same formula, charge and spin) for the records above, in order, we have 0.000; 4.107; 0.557; 1.464 eV.